{
  "formula": "C5H11N2O",
  "method": "wB97M-V/def2-TZVPD",
  "e_lumo_ev": -3.8,
  "charge": 1,
  "energy_ha": -381.5251,
  "orbital_gap_ev": 8.39,
  "smiles": "N[C@@H](C=O)C/C=C/[NH3+]",
  "e_above_lowest_kj_mol": 364.5,
  "elements": ["C", "H", "N", "C", "H", "N", "H", "H", "H", "H", "H", "O", "H", "H", "H", "C", "C", "C", "H"],
  "coordinates": [[1.00412, 0.08032, -0.07712], [2.88619, 0.54257, -1.65872], [2.31634, 1.40368, -1.73151], [-0.10757, 0.16335, 0.90354], [0.33750, 2.01476, -0.77560], [-2.25513, -0.98107, 1.64410], [-0.80154, 0.94805, 0.78719], [2.92604, 2.28778, -1.33991], [-2.29920, -0.15839, 2.19952], [0.20886, 0.45250, 1.87062], [1.56071, -0.82580, -0.04727], [-1.25534, -0.39224, -1.24929], [-2.30090, -2.04924, -0.82537], [1.94582, 1.64349, -2.71740], [-2.33640, -1.81273, 2.24910], [1.17184, 1.16670, -0.78514], [-1.59243, -1.25918, -0.54840], [-0.99638, -1.15087, 0.87567], [-0.41254, -2.07368, 1.22599]],
  "forces_ev_per_a": [[-0.7, 1.2, 0.8], [0.0, 0.7, -0.7], [0.3, 2.3, 0.7], [-1.4, -2.6, 0.0], [2.3, -1.8, -0.1], [0.7, -2.0, 0.2], [-0.7, 1.2, -1.3], [-1.7, -2.7, -1.4], [0.1, 0.6, 0.5], [1.0, -0.7, 1.4], [0.8, -0.4, -0.3], [0.0, 2.5, -3.9], [-0.1, -0.1, 0.2], [1.1, -0.7, 1.7], [-0.4, 0.9, -0.2], [-1.4, 2.6, -0.9], [0.9, -1.8, 2.9], [0.0, -0.3, 0.9], [-0.7, 1.2, -0.5]]
}


{
  "formula": "C5H11N2P",
  "method": "wB97M-V/def2-TZVPD",
  "e_lumo_ev": -0.1,
  "charge": 0,
  "energy_ha": -647.8643,
  "orbital_gap_ev": 8.35,
  "smiles": "[H]/N=P/N=C.C=C(C)C",
  "e_above_lowest_kj_mol": 248.7,
  "elements": ["H", "C", "H", "C", "C", "H", "H", "H", "H", "H", "H", "C", "H", "N", "P", "H", "C", "H", "N"],
  "coordinates": [[0.97467, 0.75628, 1.64085], [-0.16162, -0.68206, -0.96444], [-2.83840, -1.07292, 1.67658], [0.60794, -0.78756, 0.06582], [-2.58169, 1.29809, -2.25640], [-0.82291, -1.53287, -1.18852], [-1.93833, 2.13762, -2.24202], [1.51778, 0.98488, -0.23922], [2.37107, 0.09954, 0.88293], [-0.41701, 0.29439, -1.46784], [-0.08114, -2.23363, 1.61855], [0.74047, -2.01031, 0.92924], [1.56447, -1.94909, 1.56066], [-2.34914, -0.53756, 0.96873], [-3.32681, 0.47118, 0.29785], [-3.02621, 0.99604, -3.22280], [1.34348, 0.37246, 0.63680], [0.93501, -2.95875, 0.39120], [-2.74671, 0.69603, -1.15175]],
  "forces_ev_per_a": [[-0.2, 0.0, -1.7], [-2.1, 0.4, -2.1], [0.1, 0.3, 0.6], [1.1, -0.4, 2.8], [-0.5, -1.2, 1.2], [0.4, 0.4, -0.3], [0.7, 1.1, -0.4], [-0.5, 1.5, 0.5], [0.1, -0.4, 0.1], [0.9, -1.4, 0.6], [-0.4, 0.4, -0.4], [-1.0, -1.7, -0.9], [1.7, 0.5, 1.1], [-0.5, -0.6, 0.1], [-0.4, -0.8, 1.5], [0.1, -0.1, 0.6], [1.1, 0.0, 0.3], [-0.4, 0.5, -0.2], [-0.3, 1.4, -3.4]]
}


{
  "formula": "C5H11N2S",
  "method": "wB97M-V/def2-TZVPD",
  "e_lumo_ev": [-5.4, -5.4],
  "charge": 1,
  "energy_ha": -704.4623,
  "orbital_gap_ev": [7.01, 7.01],
  "e_above_lowest_kj_mol": 336.7,
  "elements": ["H", "C", "H", "H", "H", "H", "N", "H", "H", "C", "C", "C", "H", "H", "N", "S", "H", "H", "C"],
  "coordinates": [[-1.96262, 1.35868, 0.97338], [-0.07399, -1.87236, -0.16061], [1.69217, -2.11569, 1.09565], [-0.33219, 1.55205, 1.79336], [0.80590, 2.20366, -0.17307], [-0.52103, -2.35633, 0.69074], [1.24084, -1.50510, 0.41355], [-1.07264, 2.45126, -0.58762], [0.17453, -2.66998, -0.92375], [-0.13010, 1.85691, -0.71072], [-0.97681, 0.80146, 1.25814], [-0.56300, -0.61387, -0.80261], [-1.17631, -0.05350, 1.88591], [-0.03333, -0.35876, -1.70829], [-0.37877, 0.55613, 0.00129], [2.87262, 0.60210, -0.44447], [-1.63830, -0.93313, -0.97353], [0.09498, 1.61673, -1.81442], [1.97805, -0.52025, 0.18707]],
  "forces_ev_per_a": [[1.1, -0.9, 1.3], [2.5, -0.9, -0.7], [-0.4, -0.5, -0.1], [-0.7, -0.8, -0.2], [-1.3, 0.7, -0.9], [-1.2, 0.2, 0.0], [1.9, -1.3, 1.8], [1.2, 0.1, -0.3], [-0.6, 0.8, 0.7], [0.3, -2.1, -0.1], [-1.8, 2.3, -0.1], [-2.8, 0.0, 0.7], [0.0, -0.3, 0.0], [-0.1, -0.7, -0.5], [1.8, 0.3, -1.5], [-0.8, -1.7, 1.5], [0.6, 0.9, -0.5], [-0.4, 0.7, 1.7], [0.6, 3.1, -2.7]]
}


{
  "formula": "C5H11N2S",
  "method": "wB97M-V/def2-TZVPD",
  "e_lumo_ev": -4.4,
  "charge": 1,
  "energy_ha": -704.4237,
  "orbital_gap_ev": 7.70,
  "e_above_lowest_kj_mol": 438.2,
  "elements": ["H", "N", "H", "S", "H", "H", "H", "H", "C", "C", "H", "C", "C", "H", "H", "N", "C", "H", "H"],
  "coordinates": [[-1.64357, 1.76759, 1.10077], [1.28562, 0.60822, 1.37039], [1.17649, 1.60465, 1.22648], [-2.13495, 0.50111, -0.99228], [2.27957, 1.03247, -1.14959], [-2.00249, 1.87092, -1.34112], [1.73484, 0.34198, 2.23580], [-2.18305, 0.02196, 1.50617], [0.63388, -1.66503, 0.90238], [-0.68527, -0.22660, -1.86512], [-0.95725, -1.32699, -1.97614], [0.64224, -0.21142, 0.56058], [0.57486, 0.11076, -0.92881], [-0.34115, 0.24158, -2.82091], [-0.43036, -2.12204, 0.68511], [1.40788, 0.75162, -1.61834], [-1.65998, 0.72717, 0.70465], [0.84433, -1.75149, 1.96300], [1.45836, -2.27646, 0.43698]],
  "forces_ev_per_a": [[0.1, -0.7, -0.9], [0.5, 1.0, -0.1], [0.3, -0.2, 0.0], [-0.4, 2.1, 0.4], [-0.4, -0.1, 0.2], [-0.1, -1.7, 0.0], [-0.4, -0.3, -0.1], [0.8, 1.4, -2.3], [-1.4, -1.3, 0.0], [1.4, -0.7, 1.6], [0.5, 1.4, 0.1], [-0.9, -0.1, -1.3], [-1.6, 0.0, -0.9], [-1.1, -0.4, 0.7], [2.3, 0.7, 0.4], [1.2, 0.3, 0.3], [0.3, -2.0, 1.7], [-0.4, -0.2, 0.3], [-1.0, 0.8, -0.2]]
}


{
  "formula": "C5H11N2S",
  "method": "wB97M-V/def2-TZVPD",
  "e_lumo_ev": -3.4,
  "charge": 1,
  "energy_ha": -704.5391,
  "orbital_gap_ev": 10.45,
  "e_above_lowest_kj_mol": 135.0,
  "elements": ["H", "N", "N", "H", "H", "H", "H", "H", "C", "C", "S", "C", "H", "C", "H", "C", "H", "H", "H"],
  "coordinates": [[2.89292, 1.53191, -1.39339], [0.09916, -0.34372, -0.20772], [-1.51445, -0.34758, 1.27911], [-2.76112, -1.20370, -0.02735], [-1.95908, -0.43137, 2.14706], [2.09640, -0.80247, -0.14559], [0.18732, -1.19648, 3.13739], [-1.34102, 0.62339, -1.71079], [-2.21602, -0.30492, 0.00193], [2.01195, 1.36449, -0.68882], [0.95436, -0.50551, 2.41197], [1.50555, -0.17250, -0.70711], [1.32574, -0.52646, -1.77009], [-0.18990, -0.44176, 1.11530], [-2.69787, 0.60535, -0.05942], [-1.07808, -0.27831, -1.05662], [-0.97921, -1.23982, -1.51687], [2.42688, 1.55008, 0.29051], [1.23649, 2.11937, -1.09952]],
  "forces_ev_per_a": [[-1.1, -0.7, 0.8], [2.2, 1.4, 2.8], [1.9, -0.3, -0.6], [-1.4, -0.6, -0.6], [-0.7, -0.1, 1.2], [1.5, -1.4, 0.9], [-1.6, -1.3, 1.6], [1.5, -1.3, 0.6], [2.0, -0.9, 0.3], [-0.2, -0.7, -1.9], [1.8, 1.2, -1.7], [-2.8, 2.7, -3.1], [1.1, 0.3, 1.1], [-1.3, 1.0, -2.2], [-1.8, 1.4, -0.1], [-1.2, 0.2, 0.8], [-0.7, -0.1, -1.4], [-0.4, 0.6, 0.4], [1.0, -1.4, 1.2]]
}


{
  "formula": "C5H11N2S",
  "method": "wB97M-V/def2-TZVPD",
  "e_lumo_ev": [-4.5, -4.4],
  "charge": 1,
  "energy_ha": -704.4195,
  "orbital_gap_ev": [8.74, 7.82],
  "e_above_lowest_kj_mol": 449.2,
  "elements": ["H", "C", "N", "S", "C", "H", "C", "H", "H", "H", "H", "C", "N", "H", "H", "C", "H", "H", "H"],
  "coordinates": [[-0.29318, -0.59405, -1.31457], [-0.77848, -1.36446, 2.76092], [-0.43563, 0.34317, 1.08492], [1.73937, -1.01156, -0.42251], [-0.15783, -0.75355, 1.52048], [1.11001, -2.63424, 1.18488], [0.54925, -0.03777, -1.07576], [-0.25104, -2.31778, 0.16057], [1.05599, 1.74855, -3.31290], [0.45448, 1.70086, -0.34340], [1.83368, 1.53355, -1.31439], [0.26215, 1.87356, -2.59176], [0.76447, 1.37339, -1.32609], [-0.57682, 1.27206, -2.83241], [-1.46377, -2.11866, 2.32332], [0.50531, -1.84146, 0.69974], [-1.49464, -0.65837, 3.29139], [-0.03511, -1.76095, 3.42579], [-0.00337, 2.89141, -2.49744]],
  "forces_ev_per_a": [[-2.0, 0.3, -1.1], [-2.1, 1.2, 0.1], [0.2, 1.9, -1.8], [0.1, -0.9, 0.7], [-0.4, -2.1, 1.3], [-0.6, 0.6, 0.3], [1.0, -0.2, 1.3], [-1.2, -0.8, -1.2], [0.0, 0.0, -0.3], [-0.2, 0.6, -1.9], [-1.9, -0.3, 0.2], [0.0, 0.0, -0.3], [2.9, -0.4, 2.9], [-0.8, -0.3, -0.5], [0.6, -0.1, 0.6], [3.3, 0.4, -0.1], [1.3, -0.6, -0.6], [0.1, -0.4, 0.3], [-0.3, 1.1, 0.0]]
}


What is the formula in the first record?
C5H11N2O


Repeat the first record exactly.
{
  "formula": "C5H11N2O",
  "method": "wB97M-V/def2-TZVPD",
  "e_lumo_ev": -3.8,
  "charge": 1,
  "energy_ha": -381.5251,
  "orbital_gap_ev": 8.39,
  "smiles": "N[C@@H](C=O)C/C=C/[NH3+]",
  "e_above_lowest_kj_mol": 364.5,
  "elements": ["C", "H", "N", "C", "H", "N", "H", "H", "H", "H", "H", "O", "H", "H", "H", "C", "C", "C", "H"],
  "coordinates": [[1.00412, 0.08032, -0.07712], [2.88619, 0.54257, -1.65872], [2.31634, 1.40368, -1.73151], [-0.10757, 0.16335, 0.90354], [0.33750, 2.01476, -0.77560], [-2.25513, -0.98107, 1.64410], [-0.80154, 0.94805, 0.78719], [2.92604, 2.28778, -1.33991], [-2.29920, -0.15839, 2.19952], [0.20886, 0.45250, 1.87062], [1.56071, -0.82580, -0.04727], [-1.25534, -0.39224, -1.24929], [-2.30090, -2.04924, -0.82537], [1.94582, 1.64349, -2.71740], [-2.33640, -1.81273, 2.24910], [1.17184, 1.16670, -0.78514], [-1.59243, -1.25918, -0.54840], [-0.99638, -1.15087, 0.87567], [-0.41254, -2.07368, 1.22599]],
  "forces_ev_per_a": [[-0.7, 1.2, 0.8], [0.0, 0.7, -0.7], [0.3, 2.3, 0.7], [-1.4, -2.6, 0.0], [2.3, -1.8, -0.1], [0.7, -2.0, 0.2], [-0.7, 1.2, -1.3], [-1.7, -2.7, -1.4], [0.1, 0.6, 0.5], [1.0, -0.7, 1.4], [0.8, -0.4, -0.3], [0.0, 2.5, -3.9], [-0.1, -0.1, 0.2], [1.1, -0.7, 1.7], [-0.4, 0.9, -0.2], [-1.4, 2.6, -0.9], [0.9, -1.8, 2.9], [0.0, -0.3, 0.9], [-0.7, 1.2, -0.5]]
}